No. 1
The following is a quantum chemistry calculation of a cluster of 12 separate species, C47H127N9O13 in total, from OMol25.

Structure (XYZ):
```
196
Properties=species:S:1:pos:R:3:mulliken_charge:R:1
C 3.6932 4.7623 2.6164 -1.293
C 4.0232 3.3072 2.8456 0.599
C 4.1022 2.4791 1.5196 -0.912
O 5.2808 3.2205 3.4935 -0.490
H 2.6790 4.8781 2.2342 0.062
H 4.3150 5.2240 1.8494 0.425
H 3.5804 5.3901 3.5003 0.490
H 3.3509 2.7955 3.5343 -0.022
H 4.7851 2.9713 0.8272 0.344
H 3.0820 2.3635 1.1537 0.088
H 4.4865 1.4812 1.7309 0.338
H 5.3638 4.0106 4.0324 0.332
C -0.2205 5.0449 5.6552 -1.465
C 0.0486 5.1989 4.1783 0.983
C -0.5397 4.0460 3.3441 -0.497
O -0.4168 6.4342 3.7555 -0.531
H 0.1128 4.0600 5.9823 0.255
H -1.2571 5.1260 5.9822 0.378
H 0.2302 5.8529 6.2314 0.399
H 1.1253 5.1699 4.0113 -0.412
H -0.4066 4.1723 2.2697 -0.066
H -1.5786 3.7915 3.5540 0.416
H 0.0880 3.1904 3.5935 0.031
H -1.3675 6.3059 3.7924 0.386
C -0.1104 -3.1680 -6.0682 -1.254
C -0.6825 -4.1842 -5.0677 0.855
C -0.5138 -5.6089 -5.4920 -1.618
O 0.1056 -3.9195 -3.9009 0.006
H -0.2066 -2.1627 -5.6579 -0.142
H -0.7062 -3.2210 -6.9794 0.559
H 0.9229 -3.2396 -6.4077 0.322
H -1.7427 -4.0761 -4.8389 0.241
H -1.0206 -5.6681 -6.4552 0.449
H -0.8666 -6.3894 -4.8180 0.330
H 0.5398 -5.8474 -5.6374 0.262
H -0.2124 -4.5697 -3.2702 -0.045
C 1.5371 2.7059 -2.3986 1.001
O 0.9676 3.9472 -2.0159 -0.702
C -0.3010 3.8648 -1.3245 2.233
C -0.6544 5.2467 -0.7348 -1.561
N -1.0094 6.2018 -1.7839 -0.300
C -1.4578 7.4507 -1.0964 -0.570
C -1.3282 8.7068 -1.8842 -0.817
O 0.0593 8.8517 -2.2193 -0.178
C 0.3676 9.7929 -3.2118 -0.981
H 1.1153 2.2708 -3.3046 -0.228
H 1.6998 2.0205 -1.5668 -0.409
H 2.5787 2.9004 -2.6545 -0.041
H -0.2669 3.1146 -0.5344 -0.647
H -1.0427 3.6680 -2.0986 -0.573
H 0.2464 5.5542 -0.2036 0.751
H -1.4834 5.0430 -0.0570 0.378
H -0.2164 6.2581 -2.4068 0.286
H -0.8386 7.6494 -0.2216 0.287
H -2.4917 7.4036 -0.7544 0.397
H -1.5978 9.4887 -1.1742 0.346
H -1.8907 8.7284 -2.8177 0.452
H -0.2069 9.5504 -4.1059 0.341
H 1.3652 9.7047 -3.6422 0.299
H 0.2159 10.8402 -2.9506 0.310
C -1.2145 -5.6827 0.4529 -1.000
C -1.5319 -5.4034 -1.0124 0.122
C -2.1543 -4.0248 -1.4041 -0.042
O -3.1374 -3.7064 -0.4348 0.033
C -3.9891 -2.7507 -0.9135 -1.127
N -0.3144 -5.7169 -1.7814 0.361
H -0.8123 -6.6854 0.5977 0.565
H -2.1535 -5.5667 0.9941 0.548
H -0.6302 -4.8272 0.7919 -0.539
H -2.3522 -6.0716 -1.2744 -0.002
H -2.5546 -4.0388 -2.4179 0.328
H -1.3628 -3.2755 -1.3909 -0.185
H -4.7710 -2.5525 -0.1804 0.266
H -4.4481 -3.1536 -1.8163 0.414
H -3.5870 -1.8064 -1.2806 0.392
H 0.4661 -5.4018 -1.2232 -0.766
H -0.0226 -6.6837 -1.7971 0.461
C -3.9525 0.7307 -4.5353 -1.706
C -3.4466 1.9599 -3.8373 2.794
C -2.3757 2.6929 -4.6353 -1.501
O -1.2688 1.8910 -4.9561 0.275
C -0.3278 2.4625 -5.9073 -1.223
N -4.6740 2.6932 -3.5051 -0.739
H -3.0898 0.0645 -4.5388 0.185
H -4.2030 0.8895 -5.5842 0.434
H -4.7699 0.2596 -3.9894 0.413
H -2.9391 1.6141 -2.9368 -1.161
H -2.0491 3.5782 -4.0897 0.225
H -2.9455 3.0052 -5.5105 0.343
H 0.3351 1.6507 -6.2067 0.101
H 0.2910 3.1854 -5.3757 0.324
H -0.8351 2.9068 -6.7637 0.439
H -5.2124 2.9225 -4.3283 0.391
H -4.4130 3.6368 -3.2569 0.197
C 0.6763 -0.0770 6.4790 -1.615
C 0.4126 -1.5141 5.9740 1.588
C 1.6797 -2.2450 5.4151 -0.782
O 1.4675 -3.6888 5.2366 0.050
C 2.5441 -4.3791 4.6956 -1.251
N -0.1743 -2.3162 7.0930 -0.865
H 0.9192 0.6212 5.6780 0.154
H 1.4530 -0.1139 7.2429 0.428
H -0.2612 0.2006 6.9607 0.326
H -0.3496 -1.4832 5.1954 -0.511
H 2.4982 -2.1153 6.1232 0.506
H 1.9383 -1.7978 4.4553 0.334
H 3.4633 -4.1809 5.2469 0.357
H 2.6046 -4.1840 3.6249 0.258
H 2.2715 -5.4235 4.8474 0.278
H -0.5267 -3.0886 6.5458 0.434
H 0.6505 -2.6056 7.5991 0.361
C 3.8541 -4.7141 0.7085 -1.978
C 2.6224 -4.6005 -0.1791 0.920
C 2.6146 -3.2287 -0.8828 -0.078
O 3.0502 -2.0664 -0.1254 -0.354
C 3.0507 -0.8867 -0.9067 0.480
N 2.6230 -5.6873 -1.1107 -0.833
H 4.0507 -3.9414 1.4517 0.253
H 4.7272 -4.9748 0.1103 0.335
H 3.6334 -5.6535 1.2156 0.553
H 1.7512 -4.7349 0.4622 -0.362
H 1.6635 -2.9755 -1.3511 -0.098
H 3.2286 -3.2437 -1.7833 0.293
H 3.5535 -0.9817 -1.8691 0.464
H 3.6278 -0.1344 -0.3691 -0.240
H 2.0321 -0.5118 -1.0073 -0.223
H 3.3817 -5.7194 -1.7766 0.319
H 2.6945 -6.5997 -0.6836 0.372
C 0.1314 -0.4798 2.5476 -1.519
C 0.0895 0.2611 1.2462 1.166
C -0.5201 -0.6675 0.1334 -1.173
O -0.3070 0.0815 -1.0329 1.205
C -0.5256 -0.5790 -2.3009 0.424
N -0.7734 1.3956 1.4576 1.085
H 0.5164 0.1361 3.3604 0.075
H 0.8881 -1.2632 2.5042 0.636
H -0.8706 -0.8554 2.7548 -0.078
H 1.1025 0.5594 0.9763 0.003
H -1.5744 -0.9251 0.2341 0.261
H 0.0824 -1.5730 0.0611 0.079
H -1.5283 -0.9971 -2.3901 -0.194
H 0.2086 -1.3574 -2.5086 -0.441
H -0.3749 0.1871 -3.0615 -0.369
H -0.9404 1.6689 0.4997 -0.918
H -1.7069 1.0791 1.6777 -0.358
C -4.2356 3.0228 -0.2629 -1.474
C -4.2709 1.5109 -0.3366 3.273
C -4.5687 0.7970 1.0536 -1.372
O -3.5387 1.1687 1.9771 0.108
C -3.7997 0.6568 3.2317 -1.357
N -5.2300 1.0590 -1.3042 -0.755
H -3.9608 3.5501 -1.1764 0.184
H -3.3985 3.3120 0.3725 0.089
H -5.1670 3.4542 0.1037 0.418
H -3.2248 1.2584 -0.5098 -1.588
H -4.6051 -0.2622 0.7993 0.146
H -5.5714 0.9683 1.4452 0.505
H -3.6205 -0.4170 3.2863 0.326
H -4.8137 0.7301 3.6250 0.413
H -3.2106 1.1523 4.0034 0.194
H -6.0862 1.5710 -1.1462 0.437
H -4.9553 1.5376 -2.1501 0.240
C 5.3165 1.8987 -2.4806 -0.997
C 5.7211 1.0392 -3.6906 0.622
C 4.6505 0.7120 -4.7086 -1.114
O 3.6690 -0.1332 -4.1585 0.063
C 2.4752 -0.2602 -4.8716 -0.496
N 6.7038 1.8835 -4.3671 -0.821
H 6.1404 2.0125 -1.7761 0.422
H 4.4174 1.5886 -1.9481 -0.244
H 4.9482 2.8875 -2.7539 0.400
H 6.1612 0.1177 -3.3095 0.322
H 5.0868 0.2822 -5.6103 0.301
H 4.1934 1.6435 -5.0427 0.335
H 2.7020 -0.8254 -5.7756 0.432
H 1.9894 0.6759 -5.1470 0.251
H 1.8094 -0.8533 -4.2446 -0.162
H 6.2123 2.7445 -4.5600 0.319
H 7.4035 2.2340 -3.7286 0.332
C -1.7121 -3.8756 3.7794 -1.247
C -1.7877 -5.0772 4.7309 0.026
C -1.2685 -6.3474 4.0336 -0.009
O -1.0551 -7.4456 4.9449 -0.199
C -2.2461 -7.9735 5.5754 -1.020
N -0.9994 -4.8247 5.8912 -0.385
H -2.3550 -3.9840 2.9059 0.609
H -0.7035 -3.5722 3.4989 -0.036
H -1.9436 -2.9254 4.2607 0.294
H -2.8248 -5.2540 5.0157 0.203
H -0.2410 -6.1992 3.7012 -0.044
H -1.8778 -6.7473 3.2231 0.337
H -2.8781 -7.2361 6.0703 0.305
H -1.8813 -8.6851 6.3161 0.288
H -2.7721 -8.6121 4.8658 0.354
H -1.0739 -5.6980 6.3931 0.345
H -0.0344 -4.8669 5.5961 0.168
```

Output
E_LUMO (alpha / beta): 2.0 / 2.2 eV
HOMO level (alpha / beta): 0.90 / -7.10 eV
net charge: -1
2S+1: 2
expectation value of S²: 0.750

---

No. 2
The following is a quantum chemistry calculation of a structure of composition C47H34BrF4INO2PPdTe, from OMol25.

Structure (XYZ):
```
93
Properties=species:S:1:pos:R:3:mulliken_charge:R:1
Pd -0.3564 -0.2886 0.0838 0.136
C 5.9686 0.2924 3.6608 -1.691
C 4.8052 0.0527 2.7336 -0.165
C 4.9906 -0.1990 1.3745 -0.204
C 3.9342 -0.4117 0.5141 0.224
C 4.2194 -0.7713 -0.9098 -0.277
O 3.6123 -1.6365 -1.4961 -0.574
C 5.3428 -0.0450 -1.6040 0.310
C 6.0746 -0.7254 -2.5714 -0.458
C 7.0867 -0.0801 -3.2630 -0.549
C 7.3564 1.2590 -3.0098 -0.371
C 6.6167 1.9483 -2.0594 -0.737
C 5.6194 1.2946 -1.3504 -0.106
C 2.5864 -0.3205 0.9712 0.904
O 1.6650 -0.2792 0.0748 -0.855
C 2.3848 -0.1564 2.3751 0.066
C 3.5077 0.0505 3.1982 -0.908
C 1.0717 -0.3096 3.0146 -0.358
N -0.0296 -0.5067 2.3754 0.447
C -1.1988 -0.9865 3.1114 0.170
C -1.4993 -2.4106 2.6563 -1.083
Te -2.9278 -3.3927 3.9166 0.299
C -1.5085 -3.9497 5.3824 -0.109
C -1.6853 -3.5611 6.7063 -0.315
C -0.7903 -3.9778 7.6833 -0.545
C 0.2990 -4.7643 7.3403 -0.484
C 0.4899 -5.1386 6.0167 -0.509
C -0.4181 -4.7454 5.0436 -0.328
C 1.0830 -0.3115 4.5191 -0.754
C 0.6846 0.8331 5.1981 0.307
C 0.6973 0.8622 6.5857 -1.047
C 1.1060 -0.2555 7.2986 -0.448
C 1.5008 -1.4010 6.6212 -1.199
C 1.4904 -1.4307 5.2349 1.002
H 6.9142 0.2344 3.1221 0.368
H 5.9977 -0.4466 4.4637 0.334
H 5.9107 1.2785 4.1255 0.356
H 5.9998 -0.2426 0.9775 0.424
H 5.8301 -1.7606 -2.7714 0.440
H 7.6631 -0.6176 -4.0049 0.385
H 8.1422 1.7654 -3.5557 0.379
H 6.8185 2.9945 -1.8686 0.384
H 5.0459 1.8259 -0.6007 0.430
H 3.3494 0.2203 4.2550 0.606
H -2.0497 -0.3410 2.8940 -0.074
H -1.0491 -0.9763 4.1910 0.706
H -0.5969 -3.0208 2.6934 0.580
H -1.8654 -2.4396 1.6324 -0.201
H -2.5227 -2.9304 6.9773 0.387
H -0.9415 -3.6763 8.7122 0.394
H 0.9983 -5.0874 8.1011 0.420
H 1.3359 -5.7565 5.7430 0.394
H -0.2802 -5.0736 4.0203 0.471
H 0.3699 1.7047 4.6360 0.530
H 0.3908 1.7590 7.1085 0.400
H 1.1179 -0.2339 8.3807 0.408
H 1.8148 -2.2776 7.1704 0.534
H 1.8040 -2.3235 4.7072 0.552
F -3.4790 6.0906 -0.0748 -0.285
C -3.2470 4.7868 -0.1266 0.556
C -4.2990 3.8956 -0.2008 0.186
F -5.5489 4.3436 -0.2261 -0.288
C -4.0405 2.5372 -0.2573 0.155
F -5.1045 1.7411 -0.3721 -0.392
C -2.7510 2.0155 -0.2157 -0.152
P -2.4764 0.1836 -0.3628 1.870
C -3.0489 0.0003 -2.0859 0.952
C -2.1233 0.3133 -3.0827 -1.030
C -2.5054 0.3164 -4.4113 -0.636
C -3.8124 -0.0047 -4.7578 -0.550
C -4.7337 -0.3137 -3.7713 -0.794
C -4.3589 -0.3013 -2.4336 -0.135
C -3.7579 -0.5563 0.6777 1.120
C -4.1627 -1.8527 0.3645 -0.575
C -5.1381 -2.4774 1.1288 -0.876
C -5.6989 -1.8170 2.2132 -0.777
C -5.2728 -0.5383 2.5472 -0.698
C -4.3030 0.0891 1.7845 -0.599
C -1.7062 2.9437 -0.1756 -0.189
Br 0.1006 2.4292 -0.2895 -0.111
C -1.9504 4.3042 -0.1261 0.243
F -0.9521 5.1832 -0.0900 -0.312
H -1.0941 0.5239 -2.8150 0.384
H -1.7789 0.5496 -5.1782 0.432
H -4.1091 -0.0173 -5.7985 0.379
H -5.7527 -0.5636 -4.0364 0.426
H -5.0936 -0.5266 -1.6735 0.374
H -3.7075 -2.3733 -0.4710 0.428
H -5.4528 -3.4819 0.8794 0.428
H -6.4561 -2.3065 2.8114 0.409
H -5.6937 -0.0311 3.4050 0.426
H -3.9790 1.0892 2.0484 0.530
I -0.5928 -2.4118 -1.4079 -0.297
```

Output
E_LUMO (alpha / beta): -1.0 / -1.0 eV
HOMO level (alpha / beta): -7.48 / -7.48 eV
net charge: 0
2S+1: 1

---

No. 3
The following is a quantum chemistry calculation of a structure of composition C47H34F5N3O3P2S3Sc, from OMol25.

Structure (XYZ):
```
98
Properties=species:S:1:pos:R:3:mulliken_charge:R:1
Sc -0.0104 -0.1335 -0.2368 -2.011
S 1.8183 -0.8701 1.9744 -0.707
P 0.0430 -1.7241 2.3629 1.845
C -1.2286 -1.0416 1.4522 -0.017
P -2.2536 0.0552 2.2769 1.603
S -1.5529 1.7855 2.9781 -0.583
C -3.7137 0.3455 1.2059 1.110
C -4.1214 -0.6369 0.3107 -0.180
C -5.3151 -0.5029 -0.3820 -0.811
C -6.1054 0.6196 -0.1934 -0.813
C -5.6983 1.6088 0.6903 -0.664
C -4.5096 1.4728 1.3890 -1.134
C -3.1709 -0.7928 3.6316 0.935
C -3.7902 -2.0096 3.3579 -0.486
C -4.5330 -2.6548 4.3295 -0.802
C -4.6596 -2.0916 5.5928 -0.562
C -4.0443 -0.8823 5.8717 -0.649
C -3.3076 -0.2302 4.8921 -0.683
C -0.1600 -1.7555 4.1762 0.957
C -0.7983 -2.8185 4.8103 -0.263
C -0.9668 -2.8117 6.1845 -0.737
C -0.4946 -1.7442 6.9348 -0.584
C 0.1428 -0.6853 6.3077 -0.738
C 0.3113 -0.6899 4.9329 -0.404
C 0.1643 -3.5137 2.0332 -0.233
C -0.8895 -4.1788 1.4217 0.661
C -0.8355 -5.5534 1.2394 -0.905
C 0.2745 -6.2638 1.6674 -0.513
C 1.3350 -5.5997 2.2697 -0.824
C 1.2809 -4.2289 2.4504 -0.753
H -3.4896 -1.5044 0.1653 -0.082
H -5.6215 -1.2751 -1.0771 0.528
H -7.0364 0.7264 -0.7385 0.372
H -6.3094 2.4922 0.8337 0.408
H -4.1756 2.2397 2.0773 0.387
H -3.6786 -2.4533 2.3752 0.106
H -5.0090 -3.6025 4.1046 0.409
H -5.2353 -2.5990 6.3581 0.370
H -4.1324 -0.4422 6.8583 0.412
H -2.8216 0.7163 5.0942 0.374
H -1.1669 -3.6537 4.2293 0.332
H -1.4726 -3.6389 6.6681 0.406
H -0.6297 -1.7372 8.0101 0.357
H 0.5088 0.1524 6.8892 0.417
H 0.8077 0.1329 4.4350 0.203
H -1.7402 -3.5969 1.0867 0.074
H -1.6583 -6.0666 0.7551 0.427
H 0.3205 -7.3371 1.5234 0.337
H 2.2090 -6.1524 2.5932 0.387
H 2.1088 -3.6991 2.9067 0.418
F 3.4325 -4.6229 -0.7883 -0.443
C 2.2223 -4.0910 -1.0698 0.036
C 1.9445 -2.7906 -0.7144 -0.522
C 0.7013 -2.2166 -0.9941 1.337
C -0.2354 -3.0131 -1.7006 -0.195
C 0.0831 -4.3394 -1.9929 1.058
F -0.8068 -5.1782 -2.5931 -0.452
C 1.2982 -4.9064 -1.6903 -0.753
C -1.4723 -2.3537 -2.1555 0.153
C -2.4674 -2.9731 -2.9175 -1.033
C -3.5219 -2.2275 -3.4146 -1.014
C -3.5817 -0.8751 -3.1379 -0.800
C -2.5884 -0.3374 -2.3370 -0.640
N -1.5644 -1.0390 -1.8600 1.826
H 2.7022 -2.2412 -0.1702 0.466
H 1.5046 -5.9416 -1.9189 0.503
H -2.4070 -4.0255 -3.1326 0.710
H -4.2849 -2.7073 -4.0153 0.405
H -4.3816 -0.2438 -3.4974 0.546
H -2.6153 0.7044 -2.0628 -0.089
C 1.9923 -0.0973 -4.5579 -1.152
C 2.9828 0.8686 -4.4939 -0.636
C 3.1290 1.5932 -3.3278 -0.967
C 2.2755 1.3355 -2.2563 0.427
N 1.3431 0.3793 -2.3100 1.088
C 1.2076 -0.3100 -3.4388 -0.221
C 2.3354 2.1075 -1.0005 1.053
C 3.0312 3.3056 -0.8982 -1.134
C 2.9868 4.0042 0.2954 -0.746
C 2.2525 3.4893 1.3471 -1.245
C 1.5882 2.2870 1.1670 -0.047
N 1.6370 1.6086 0.0235 0.826
H 1.8326 -0.6876 -5.4490 0.478
H 3.6334 1.0538 -5.3388 0.408
H 3.8991 2.3460 -3.2471 0.411
H 0.4402 -1.0722 -3.4408 0.251
H 3.5629 3.7100 -1.7468 0.357
H 3.5044 4.9498 0.3912 0.402
H 2.1660 4.0082 2.2910 0.488
H 0.9866 1.8558 1.9578 0.356
F -2.8094 4.6447 -1.9460 -0.266
C -2.7464 3.5473 -1.1717 0.673
F -3.0037 3.9002 0.0848 -0.216
F -3.6926 2.6938 -1.5894 -0.223
S -1.0592 2.8035 -1.3383 1.371
O -0.1974 3.8008 -0.7810 -0.658
O -0.9341 2.5129 -2.7412 -0.743
O -1.1893 1.5845 -0.5226 -0.131
```

Output
E_LUMO: 1.9 eV
HOMO level: -4.24 eV
net charge: -1
2S+1: 1

---

Among the records above, which one has the highest 2S+1? C47H127N9O13

---

Among the records above, which one has the highest 2S+1? C47H127N9O13

---

Among the records above, which one has the highest 2S+1? C47H127N9O13